1.
This record from the OMol25 dataset describes a molecular structure, C54H45Cl2N4O4SW at a distorted geometry. The level of theory is ωB97M-V with the def2-TZVPD basis set.

CARTESIAN COORDINATES (ANGSTROEM)
W: 1.202 -0.485 -0.278
Cl: 0.766 -2.480 1.661
C: 2.192 -2.353 2.687
C: 2.139 -2.918 3.939
C: 3.276 -2.809 4.732
C: 4.396 -2.139 4.270
C: 4.406 -1.580 2.998
Cl: 5.812 -0.750 2.458
C: 3.288 -1.690 2.163
S: 3.395 -1.073 0.514
H: 1.250 -3.417 4.295
H: 3.280 -3.244 5.722
H: 5.277 -2.044 4.889
N: 2.650 -0.950 -3.375
C: 2.272 -2.158 -2.813
C: 2.710 -3.305 -3.481
C: 2.479 -4.545 -2.941
C: 1.733 -4.624 -1.767
C: 1.247 -3.469 -1.223
N: 1.526 -2.214 -1.690
C: 3.055 0.214 -2.775
C: 3.816 1.116 -3.537
C: 4.253 2.282 -2.972
C: 3.926 2.557 -1.636
C: 3.178 1.648 -0.953
N: 2.741 0.477 -1.507
H: 3.015 -1.053 -4.310
H: 3.291 -3.192 -4.387
H: 2.870 -5.432 -3.420
H: 1.482 -5.569 -1.310
H: 0.584 -3.535 -0.383
H: 4.057 0.866 -4.561
H: 4.847 2.975 -3.551
H: 4.248 3.463 -1.145
H: 2.887 1.830 0.069
C: -4.824 1.515 0.835
C: -3.673 0.566 1.027
C: -4.101 -0.762 1.623
O: -3.010 0.339 -0.261
C: -1.641 0.306 -0.125
C: -1.469 0.553 1.424
O: -2.646 1.202 1.773
C: -0.203 1.157 2.047
O: 0.808 0.346 1.249
C: -0.028 0.719 3.494
C: -1.138 0.580 4.321
C: -0.968 0.276 5.665
C: 0.303 0.122 6.194
C: 1.411 0.271 5.371
C: 1.248 0.570 4.029
C: 0.135 2.617 1.899
C: -0.865 3.582 1.953
C: -0.521 4.926 2.008
C: 0.808 5.317 2.010
C: 1.807 4.354 1.975
C: 1.470 3.011 1.939
C: -1.035 1.143 -1.277
O: 0.423 0.807 -1.289
C: -1.169 2.644 -1.168
C: -0.066 3.487 -1.237
C: -0.239 4.862 -1.272
C: -1.514 5.408 -1.240
C: -2.617 4.569 -1.185
C: -2.448 3.193 -1.165
C: -1.499 0.614 -2.624
C: -1.554 1.480 -3.711
C: -1.988 1.034 -4.949
C: -2.400 -0.280 -5.094
C: -2.325 -1.155 -4.020
C: -1.831 -0.737 -2.789
H: -5.429 1.188 -0.010
H: -4.464 2.525 0.658
H: -5.456 1.515 1.721
H: -4.901 -1.190 1.020
H: -4.482 -0.604 2.631
H: -3.289 -1.490 1.672
H: -1.266 -1.700 0.352
H: -1.476 -0.464 1.851
H: -2.137 0.732 3.940
H: -1.837 0.177 6.302
H: 0.431 -0.098 7.245
H: 2.407 0.171 5.780
H: 2.128 0.698 3.411
H: -1.906 3.300 1.965
H: -1.304 5.670 2.056
H: 1.066 6.365 2.066
H: 2.847 4.649 2.018
H: 2.259 2.271 2.006
H: 0.936 3.085 -1.277
H: 0.626 5.509 -1.330
H: -1.650 6.480 -1.276
H: -3.615 4.985 -1.189
H: -3.314 2.550 -1.200
H: -1.283 2.519 -3.590
H: -2.037 1.719 -5.783
H: -2.793 -0.629 -6.039
H: -2.692 -2.162 -4.145
H: -2.864 -1.572 -1.180
N: -1.029 -1.086 -0.427
C: -1.859 -1.666 -1.603
C: -1.667 -3.151 -1.795
C: -1.101 -3.732 -2.925
C: -1.080 -5.113 -3.065
C: -1.572 -5.930 -2.058
C: -2.105 -5.362 -0.907
C: -2.172 -3.983 -0.793
H: -0.685 -3.114 -3.709
H: -0.677 -5.554 -3.967
H: -1.556 -7.005 -2.175
H: -2.514 -5.992 -0.129
H: -2.675 -3.549 0.068

Output
Maximum force   1.265 eV/A
Energy above the lowest of the compared OMol25 structures with the same formula, charge and spin   24.6 kcal per mole
LUMO energy   -10.16 eV
Net charge   +3

***

2.
This record from the OMol25 dataset describes a molecular structure, C54H46AsBrCuF5N4O5PSe at a distorted geometry. The level of theory is ωB97M-V with the def2-TZVPD basis set.

CARTESIAN COORDINATES (ANGSTROEM)
Cu: -4.756 -1.204 -28.050
C: -3.761 1.167 -29.926
O: -3.562 -0.254 -30.056
C: -2.947 -0.727 -31.196
C: -2.985 -0.107 -32.421
C: -2.533 -0.746 -33.583
Br: -2.748 0.140 -35.246
C: -2.104 -2.071 -33.539
C: -2.080 -2.711 -32.299
C: -2.514 -2.085 -31.114
O: -2.539 -2.682 -29.936
C: -1.592 -4.094 -32.334
N: -1.554 -4.830 -33.450
C: -1.302 -6.091 -33.005
C: -1.316 -7.306 -33.686
C: -1.062 -8.467 -33.002
C: -0.784 -8.463 -31.643
C: -0.683 -7.294 -30.908
C: -1.051 -6.135 -31.584
N: -1.297 -4.818 -31.224
H: -2.855 1.698 -30.194
H: -3.994 1.341 -28.886
H: -4.631 1.516 -30.538
H: -3.438 0.883 -32.514
H: -1.794 -2.622 -34.426
H: -3.592 -3.400 -29.726
H: -1.498 -7.322 -34.725
H: -1.155 -9.422 -33.500
H: -0.569 -9.417 -31.155
H: -0.367 -7.331 -29.873
H: -1.326 -4.388 -30.311
C: -7.688 -4.983 -27.844
C: -7.136 -5.438 -29.231
C: -6.913 -4.283 -30.260
C: -6.655 -4.752 -31.714
C: -6.466 -3.529 -32.667
C: -8.240 -3.440 -30.344
O: -9.309 -3.998 -30.520
N: -7.989 -2.023 -30.318
C: -6.947 -1.389 -29.598
O: -7.051 -0.259 -29.186
N: -5.773 -2.155 -29.386
C: -5.698 -3.423 -29.780
O: -4.539 -4.039 -29.762
H: -7.839 -5.891 -27.240
H: -8.614 -4.406 -27.929
H: -6.933 -4.384 -27.296
H: -7.775 -6.198 -29.682
H: -6.158 -5.923 -29.154
H: -7.491 -5.412 -32.055
H: -5.759 -5.377 -31.697
H: -7.281 -2.793 -32.681
H: -6.342 -3.849 -33.712
H: -5.540 -2.961 -32.382
H: -8.838 -1.445 -30.291
F: -2.968 -8.950 -22.051
C: -3.238 -8.250 -23.186
C: -3.602 -8.892 -24.374
F: -3.780 -10.226 -24.407
C: -3.712 -8.146 -25.551
F: -4.106 -8.780 -26.686
C: -3.383 -6.785 -25.618
Se: -3.462 -5.789 -27.185
C: -2.947 -6.201 -24.398
F: -2.488 -4.933 -24.376
C: -2.959 -6.880 -23.178
F: -2.599 -6.282 -22.039
C: -5.064 0.749 -25.316
C: -5.249 0.787 -23.795
As: -6.318 2.363 -23.225
C: -6.551 1.560 -21.475
C: -5.440 0.916 -20.872
C: -5.612 0.129 -19.730
C: -6.888 -0.040 -19.193
C: -7.956 0.674 -19.707
C: -7.782 1.468 -20.827
C: -8.092 1.838 -23.990
C: -8.898 0.737 -23.599
C: -10.145 0.518 -24.125
C: -10.639 1.370 -25.108
C: -9.904 2.484 -25.459
C: -8.627 2.687 -24.959
P: -4.426 -0.891 -25.908
C: -5.533 -2.030 -25.073
C: -5.214 -2.976 -24.076
C: -6.073 -4.000 -23.783
C: -7.340 -4.072 -24.335
C: -7.759 -3.052 -25.188
C: -6.848 -2.048 -25.570
C: -2.767 -1.034 -25.199
C: -2.075 -2.266 -25.237
C: -0.756 -2.382 -24.849
C: -0.043 -1.251 -24.440
C: -0.746 -0.026 -24.386
C: -2.056 0.079 -24.778
H: -4.356 1.503 -25.654
H: -6.047 0.955 -25.808
H: -4.328 0.804 -23.235
H: -5.854 -0.050 -23.456
H: -4.449 1.048 -21.263
H: -4.764 -0.323 -19.245
H: -7.030 -0.692 -18.335
H: -8.948 0.649 -19.220
H: -8.641 2.030 -21.190
H: -8.517 0.049 -22.888
H: -10.708 -0.341 -23.768
H: -11.646 1.212 -25.528
H: -10.289 3.162 -26.188
H: -8.103 3.592 -25.302
H: -4.252 -2.929 -23.549
H: -5.744 -4.732 -23.055
H: -7.991 -4.914 -24.084
H: -8.749 -3.087 -25.625
H: -7.131 -1.290 -26.324
H: -2.621 -3.170 -25.573
H: -0.283 -3.364 -24.862
H: 0.983 -1.344 -24.098
H: -0.214 0.867 -24.083
H: -2.529 1.056 -24.716

Output
Maximum force   2.955 eV/A
Energy above the lowest of the compared OMol25 structures with the same formula, charge and spin   0.0 kcal per mole
LUMO energy   1.92 eV
Net charge   -1

***

3.
This record from the OMol25 dataset describes a molecular structure, C54H46Cl2N9O4PSTi at a distorted geometry. The level of theory is ωB97M-V with the def2-TZVPD basis set.

CARTESIAN COORDINATES (ANGSTROEM)
Ti: -0.814 0.358 -0.638
C: 4.021 -0.785 2.041
N: 3.218 -0.441 0.875
C: 1.897 -0.148 0.866
N: 1.464 0.030 -0.377
C: 2.554 -0.130 -1.200
C: 3.649 -0.427 -0.431
C: 5.036 -0.672 -0.849
C: 6.096 0.058 -0.317
C: 7.390 -0.166 -0.756
C: 7.633 -1.113 -1.740
C: 6.581 -1.838 -2.283
C: 5.288 -1.620 -1.838
C: 2.590 0.242 -2.632
C: 3.247 1.426 -2.958
C: 3.348 1.844 -4.276
C: 2.798 1.071 -5.287
C: 2.156 -0.117 -4.969
C: 2.052 -0.533 -3.652
P: 0.993 0.206 2.403
C: 0.266 1.794 1.892
N: 0.009 2.122 0.632
C: -0.168 3.479 0.602
C: -0.068 3.969 1.877
N: 0.218 2.887 2.684
C: 0.461 2.940 4.117
C: -0.134 5.346 2.386
C: 0.713 6.313 1.850
C: 0.651 7.620 2.303
C: -0.255 7.970 3.295
C: -1.103 7.010 3.829
C: -1.046 5.704 3.372
C: -0.270 4.219 -0.664
C: 0.622 3.905 -1.686
C: 0.562 4.570 -2.898
C: -0.386 5.568 -3.087
C: -1.265 5.895 -2.065
C: -1.210 5.223 -0.855
C: -0.349 -0.989 2.279
N: -0.996 -1.273 1.160
C: -1.783 -2.371 1.446
C: -1.587 -2.726 2.756
N: -0.671 -1.844 3.277
C: -0.227 -1.770 4.660
C: -2.175 -3.837 3.522
C: -3.557 -3.920 3.661
C: -4.126 -4.980 4.348
C: -3.319 -5.961 4.904
C: -1.939 -5.886 4.769
C: -1.371 -4.830 4.076
C: -2.645 -3.142 0.521
C: -2.186 -4.359 0.025
C: -2.994 -5.145 -0.779
C: -4.287 -4.732 -1.080
C: -4.769 -3.545 -0.549
C: -3.951 -2.764 0.254
H: 3.483 -1.504 2.654
H: 4.944 -1.237 1.688
H: 4.248 0.105 2.625
H: 5.904 0.820 0.429
H: 8.206 0.408 -0.340
H: 8.642 -1.285 -2.088
H: 6.769 -2.573 -3.052
H: 4.462 -2.180 -2.257
H: 3.684 2.027 -2.168
H: 3.862 2.769 -4.503
H: 2.872 1.385 -6.319
H: 1.725 -0.725 -5.753
H: 1.535 -1.446 -3.399
H: 0.955 3.880 4.353
H: -0.479 2.870 4.662
H: 1.115 2.114 4.389
H: 1.414 6.039 1.072
H: 1.309 8.367 1.882
H: -0.301 8.991 3.647
H: -1.818 7.285 4.593
H: -1.732 4.965 3.769
H: 1.351 3.114 -1.540
H: 1.246 4.303 -3.692
H: -0.438 6.090 -4.034
H: -2.002 6.671 -2.222
H: -1.910 5.465 -0.065
H: -0.759 -2.531 5.224
H: 0.844 -1.954 4.727
H: -0.462 -0.791 5.074
H: -4.186 -3.155 3.223
H: -5.200 -5.043 4.451
H: -3.765 -6.788 5.440
H: -1.311 -6.655 5.195
H: -0.296 -4.784 3.948
H: -1.177 -4.679 0.252
H: -2.621 -6.084 -1.165
H: -4.922 -5.345 -1.705
H: -5.785 -3.230 -0.748
H: -4.351 -1.863 0.693
C: 0.105 -4.398 -3.882
N: -1.078 -3.567 -3.767
C: -2.215 -3.648 -4.549
C: -3.092 -2.742 -4.069
N: -2.485 -2.127 -3.002
C: -1.257 -2.638 -2.805
S: -0.167 -2.257 -1.556
H: 0.075 -4.907 -4.841
H: 0.135 -5.128 -3.073
H: 0.992 -3.769 -3.825
H: -2.286 -4.333 -5.373
H: -4.080 -2.479 -4.395
H: -2.885 -1.429 -2.381
O: -1.576 1.974 -1.749
N: -1.212 1.498 -2.855
O: -0.493 0.486 -2.646
Cl: -5.925 0.251 0.506
C: -4.739 1.110 -0.512
Cl: -5.155 1.031 -2.209
C: -3.338 0.595 -0.239
O: -2.651 1.081 0.675
O: -2.822 -0.271 -1.009
H: -4.769 2.149 -0.195

Output
Maximum force   1.710 eV/A
Energy above the lowest of the compared OMol25 structures with the same formula, charge and spin   0.0 kcal per mole
2S+1   2
LUMO energy (alpha / beta)   -2.14 / -2.06 eV
Net charge   +1

***

4.
This record from the OMol25 dataset describes a molecular structure, C54H47BrFN6NaO4P2. The level of theory is ωB97M-V with the def2-TZVPD basis set.

CARTESIAN COORDINATES (ANGSTROEM)
Na: 0.755 -0.146 0.690
C: -0.544 3.185 -0.204
P: -0.218 2.455 1.475
C: -1.613 3.274 2.371
C: -1.545 4.495 3.039
C: -2.671 5.033 3.649
C: -3.885 4.361 3.600
C: -3.963 3.141 2.943
C: -2.835 2.604 2.341
C: 1.179 3.481 2.080
C: 1.632 4.652 1.474
C: 2.728 5.336 1.980
C: 3.392 4.854 3.100
C: 2.953 3.688 3.708
C: 1.858 3.003 3.199
C: -1.519 2.317 -0.956
C: -2.409 2.645 -1.972
C: -2.982 1.418 -2.401
C: -2.400 0.435 -1.607
C: -2.598 -1.063 -1.539
P: -1.830 -1.582 0.066
C: -3.256 -1.240 1.189
C: -4.280 -0.350 0.870
C: -5.336 -0.141 1.749
C: -5.381 -0.804 2.966
C: -4.356 -1.681 3.300
C: -3.308 -1.895 2.420
C: -2.074 -3.427 -0.028
C: -0.953 -4.222 0.188
C: -1.032 -5.608 0.095
C: -2.237 -6.217 -0.217
C: -3.369 -5.434 -0.427
C: -3.283 -4.055 -0.328
N: -1.535 0.983 -0.716
H: 0.431 3.203 -0.706
H: -0.907 4.214 -0.123
H: -0.603 5.028 3.092
H: -2.595 5.982 4.168
H: -4.763 4.783 4.076
H: -4.897 2.592 2.904
H: -2.893 1.646 1.839
H: 1.125 5.034 0.596
H: 3.077 6.238 1.491
H: 4.265 5.373 3.477
H: 3.483 3.286 4.563
H: 1.550 2.065 3.649
H: -2.615 3.637 -2.353
H: -3.725 1.273 -3.176
H: -2.069 -1.597 -2.337
H: -3.655 -1.346 -1.593
H: -4.245 0.201 -0.062
H: -6.121 0.557 1.478
H: -6.201 -0.634 3.654
H: -4.362 -2.192 4.255
H: -2.499 -2.560 2.701
H: -0.012 -3.739 0.440
H: -0.148 -6.208 0.273
H: -2.301 -7.297 -0.290
H: -4.317 -5.902 -0.665
H: -4.174 -3.452 -0.473
C: -1.158 2.012 -5.490
C: -0.628 0.766 -4.846
C: -0.830 -0.487 -5.401
C: -0.348 -1.614 -4.764
C: 0.360 -1.418 -3.591
Br: 1.048 -2.946 -2.688
N: 0.576 -0.254 -3.028
C: 0.063 0.816 -3.638
H: -1.367 1.844 -6.548
H: -0.449 2.832 -5.403
H: -2.078 2.320 -4.994
H: -1.380 -0.585 -6.330
H: -0.504 -2.608 -5.155
H: 0.197 1.761 -3.135
C: 3.021 -3.426 0.582
N: 2.042 -2.523 1.148
C: 2.040 -2.431 2.427
C: 1.122 -1.661 3.219
C: 1.236 -1.445 4.598
C: 0.160 -0.619 4.942
C: -0.533 -0.395 3.744
N: 0.030 -1.023 2.698
C: 4.194 -2.739 -0.082
C: 5.486 -3.204 0.124
C: 6.567 -2.642 -0.544
C: 6.362 -1.606 -1.440
C: 5.073 -1.126 -1.642
C: 4.001 -1.671 -0.957
H: 2.519 -4.025 -0.190
H: 3.405 -4.140 1.328
H: 2.787 -2.988 3.015
H: 2.013 -1.832 5.243
H: -0.087 -0.221 5.916
H: -1.434 0.191 3.612
H: 5.646 -4.019 0.822
H: 7.569 -3.013 -0.361
H: 7.198 -1.165 -1.970
H: 4.902 -0.316 -2.342
H: 3.006 -1.269 -1.098
F: 2.140 4.359 -3.503
C: 3.014 4.369 -2.478
C: 3.320 3.251 -1.804
N: 4.234 3.240 -0.784
C: 4.512 1.998 -0.047
C: 3.308 1.265 0.588
O: 3.606 0.556 1.549
O: 2.166 1.407 0.059
C: 4.901 4.381 -0.413
O: 5.779 4.435 0.424
N: 4.515 5.521 -1.104
C: 3.611 5.644 -2.147
O: 3.407 6.715 -2.689
H: 2.857 2.300 -2.021
H: 5.215 2.264 0.735
H: 5.006 1.295 -0.721
H: 4.998 6.365 -0.831

Output
Maximum force   0.900 eV/A
Energy above the lowest of the compared OMol25 structures with the same formula, charge and spin   0.0 kcal per mole
LUMO energy   3.68 eV
Net charge   -2